1.
# C14H32I2N8O15

8 unconnected molecules or ions with the total composition C14H32I2N8O15 at a distorted geometry (wB97M-V/def2-TZVPD, the OMol25 dataset).

**LUMO level**: 0.1 eV
**HOMO-LUMO gap**: 8.21 eV
**HOMO**: -8.1 eV
**E**: -73851.88556 eV

Positions of all 71 atoms, in Å:
C  -0.63  -2.65  3.65
C  -1.27  -1.42  3.03
I  -0.62  0.39  4.03
C  -1.02  -1.31  1.48
I  -1.51  0.67  0.78
C  0.37  -1.69  1.07
C  1.51  -0.70  1.12
C  2.56  -1.46  0.27
C  1.73  -2.47  -0.53
O  2.08  -3.42  -1.12
N  0.43  -2.03  -0.38
H  -1.25  -3.11  4.40
H  -0.40  -3.41  2.92
H  0.29  -2.38  4.13
H  -2.33  -1.51  3.14
H  -1.73  -1.98  1.04
H  0.78  -2.58  1.55
H  1.26  0.14  0.49
H  1.86  -0.44  2.10
H  3.30  -1.91  0.91
H  3.01  -0.86  -0.51
H  -0.28  -2.67  -0.71
C  0.51  -0.47  -3.90
N  1.00  0.79  -3.26
O  1.29  1.73  -3.99
O  1.06  0.80  -2.05
H  0.51  -0.33  -4.97
H  1.20  -1.26  -3.60
H  -0.48  -0.66  -3.51
C  -2.66  -5.03  7.63
N  -2.47  -4.48  6.25
O  -1.69  -5.07  5.52
O  -3.10  -3.49  5.96
H  -2.04  -5.90  7.74
H  -2.38  -4.25  8.33
H  -3.72  -5.28  7.73
C  0.16  4.50  -4.27
N  -0.47  5.68  -4.92
O  0.21  6.68  -5.07
O  -1.63  5.56  -5.27
H  1.19  4.75  -4.02
H  -0.41  4.28  -3.38
H  0.12  3.67  -4.97
C  0.21  -5.95  -2.12
N  -1.12  -5.52  -2.63
O  -1.51  -5.99  -3.67
O  -1.72  -4.70  -1.96
H  0.63  -6.68  -2.81
H  0.83  -5.07  -2.05
H  0.05  -6.39  -1.14
C  -5.57  0.39  -1.59
N  -4.73  -0.73  -1.10
O  -3.64  -0.90  -1.61
O  -5.19  -1.41  -0.20
H  -5.02  0.90  -2.38
H  -6.49  -0.03  -1.97
H  -5.75  1.05  -0.75
C  1.47  9.24  -2.89
N  2.53  8.49  -2.15
O  3.66  8.53  -2.58
O  2.18  7.90  -1.14
H  1.93  9.71  -3.75
H  0.72  8.51  -3.19
H  1.06  9.97  -2.21
C  4.81  2.43  2.63
N  3.99  1.20  2.85
O  2.98  1.30  3.51
O  4.40  0.18  2.34
H  4.32  3.26  3.14
H  5.79  2.25  3.04
H  4.86  2.61  1.56

2.
# C5H6OS

C5H6OS in the gas phase at a distorted geometry (wB97M-V/def2-TZVPD, the OMol25 dataset).

**Relative energy (zero: lowest compared OMol25 entry of this formula, charge and spin)**: 2.221 eV
**LUMO level**: 0.7 eV
**HOMO-LUMO gap**: 9.29 eV
**HOMO**: -8.6 eV
**E**: -18162.41636 eV

Positions of all 13 atoms, in Å:
C  1.69  -0.24  0.10
C  0.74  1.00  -0.27
C  -0.60  0.49  -0.52
C  -1.11  -0.17  0.78
C  -0.73  -1.12  -0.21
H  0.87  1.79  0.48
H  0.94  1.66  -1.01
H  -1.24  0.79  -1.31
H  -0.62  -0.08  1.73
H  -2.13  -0.34  0.80
H  -1.48  -1.85  -0.61
O  2.86  -0.19  0.21
S  0.80  -1.74  -0.18

3.
# C2H3BrOS

2 unconnected molecules or ions with the total composition C2H3BrOS at a distorted geometry (wB97M-V/def2-TZVPD, the OMol25 dataset).

**Relative energy (zero: lowest compared OMol25 entry of this formula, charge and spin)**: 4.563 eV
**LUMO level (alpha / beta)**: -0.8 / -0.9 eV
**HOMO-LUMO gap (alpha / beta)**: 8.21 / 7.10 eV
**HOMO (alpha / beta)**: -9.0 / -8.0 eV
**E**: -85042.88900 eV

Positions of all 8 atoms, in Å:
C  0.21  -0.38  0.41
C  -1.13  -0.21  0.03
O  2.73  1.08  -0.28
S  1.48  1.71  0.03
Br  1.24  -1.81  -0.01
H  -1.36  0.87  0.35
H  -1.42  -0.43  -1.05
H  -1.76  -0.82  0.52

4.
# C5H14N2

C5H14N2 in the gas phase at a distorted geometry (wB97M-V/def2-TZVPD, the OMol25 dataset).

**Relative energy (zero: lowest compared OMol25 entry of this formula, charge and spin)**: 0.914 eV
**LUMO level**: 1.1 eV
**HOMO-LUMO gap**: 9.82 eV
**HOMO**: -8.7 eV
**E**: -8391.70492 eV

Positions of all 21 atoms, in Å:
N  1.12  -3.07  -0.60
C  0.98  -1.85  0.24
C  0.25  -0.79  -0.55
N  0.02  0.43  0.22
C  -0.43  1.50  -0.72
C  -0.50  2.85  -0.06
C  -0.99  0.19  1.23
H  1.75  -2.90  -1.37
H  1.54  -3.81  -0.05
H  1.98  -1.50  0.52
H  0.49  -2.14  1.17
H  -0.69  -1.15  -0.98
H  0.92  -0.51  -1.37
H  0.37  1.52  -1.46
H  -1.40  1.24  -1.14
H  0.48  3.21  0.25
H  -0.89  3.59  -0.71
H  -1.19  2.88  0.79
H  -1.95  -0.17  0.82
H  -1.19  1.06  1.83
H  -0.67  -0.57  1.95

5.
# C17H36FN4

3 unconnected molecules or ions with the total composition C17H36FN4 at a distorted geometry (wB97M-V/def2-TZVPD, the OMol25 dataset).

**Charge**: +1
**LUMO level**: -5.5 eV
**HOMO-LUMO gap**: 3.79 eV
**HOMO**: -9.3 eV
**E**: -26878.82742 eV

Positions of all 58 atoms, in Å:
N  -4.52  -1.14  -2.94
N  -5.91  -1.21  -2.93
C  -6.61  0.08  -2.93
C  -8.15  0.19  -2.97
C  -8.98  -1.15  -2.99
C  -8.19  -2.48  -2.95
F  -8.92  -3.69  -2.92
C  -6.63  -2.47  -2.94
H  -4.12  -1.44  -3.84
H  -4.21  -1.73  -2.15
H  -6.01  1.05  -2.89
H  -8.71  1.18  -2.98
H  -10.12  -1.14  -3.01
H  -6.10  -3.47  -2.94
C  1.53  -0.37  -0.90
C  0.23  -0.03  -1.61
N  -0.69  0.78  -0.81
C  -2.02  0.89  -1.40
C  -2.14  1.62  -2.73
C  -0.15  2.03  -0.26
C  0.40  3.05  -1.25
H  1.34  -0.89  0.05
H  2.13  -1.03  -1.53
H  2.13  0.52  -0.69
H  -0.26  -0.98  -1.85
H  0.47  0.46  -2.56
H  -2.70  1.36  -0.68
H  -2.41  -0.13  -1.53
H  -2.08  2.70  -2.61
H  -3.13  1.41  -3.18
H  -1.39  1.30  -3.46
H  0.65  1.77  0.44
H  -0.91  2.51  0.36
H  1.00  2.60  -2.04
H  1.04  3.76  -0.73
H  -0.40  3.63  -1.72
C  3.43  1.32  2.08
C  4.11  0.79  3.34
N  4.00  -0.65  3.51
C  4.44  -1.11  4.83
C  5.91  -0.92  5.19
C  4.46  -1.47  2.39
C  5.91  -1.31  1.94
H  2.37  1.05  2.06
H  3.49  2.42  2.06
H  3.90  0.95  1.17
H  3.63  1.29  4.19
H  5.15  1.12  3.33
H  4.17  -2.16  4.95
H  3.83  -0.58  5.58
H  6.54  -1.66  4.69
H  6.04  -1.07  6.27
H  6.28  0.08  4.95
H  3.81  -1.26  1.53
H  4.27  -2.53  2.61
H  6.23  -0.27  1.90
H  6.03  -1.72  0.93
H  6.59  -1.86  2.58

6.
# C18H20BCaF4N3O3S2

A molecular structure, C18H20BCaF4N3O3S2 at a distorted geometry (wB97M-V/def2-TZVPD, the OMol25 dataset).

**LUMO level**: 0.5 eV
**HOMO-LUMO gap**: 8.16 eV
**HOMO**: -7.7 eV
**E**: -81268.28371 eV

Positions of all 52 atoms, in Å:
Ca  0.60  -0.45  -0.08
O  0.28  1.70  0.05
C  -0.07  2.47  1.20
C  -0.59  3.86  0.82
C  -1.71  3.87  -0.25
C  -2.96  3.16  0.22
C  -4.07  3.88  0.67
C  -5.17  3.20  1.15
C  -5.14  1.82  1.19
C  -4.01  1.17  0.71
N  -2.95  1.82  0.23
H  1.06  2.13  -0.34
H  0.81  2.58  1.84
H  -0.83  1.92  1.75
H  0.26  4.44  0.44
H  -0.96  4.36  1.71
H  -1.35  3.40  -1.16
H  -1.96  4.91  -0.47
H  -4.05  4.97  0.64
H  -6.04  3.74  1.50
H  -5.97  1.25  1.58
H  -3.92  0.09  0.71
O  -3.62  -2.22  -0.79
C  -3.33  -3.49  -0.41
C  -4.34  -4.46  -0.39
C  -4.04  -5.77  -0.08
C  -2.73  -6.14  0.20
C  -1.74  -5.18  0.18
C  -2.01  -3.84  -0.10
C  -0.89  -2.85  -0.08
O  -1.06  -1.63  0.27
N  0.25  -3.39  -0.43
N  1.36  -2.54  -0.51
C  2.44  -3.22  -0.39
S  4.05  -2.59  -0.63
C  4.83  -4.23  -0.79
C  4.12  -5.16  0.17
S  2.32  -4.95  -0.06
H  -4.55  -2.15  -1.00
H  -5.35  -4.17  -0.63
H  -4.83  -6.51  -0.05
H  -2.49  -7.17  0.42
H  -0.71  -5.44  0.40
H  5.88  -4.10  -0.55
H  4.73  -4.57  -1.82
H  4.37  -4.93  1.20
H  4.35  -6.21  -0.04
F  2.92  1.98  0.64
B  2.99  0.60  0.49
F  2.03  -0.03  1.39
F  2.48  0.27  -0.82
F  4.23  0.10  0.70

7.
# C4H8IN2

A gas-phase ion, C4H8IN2 (charge +1) at a distorted geometry (wB97M-V/def2-TZVPD, the OMol25 dataset).

**Relative energy (zero: lowest compared OMol25 entry of this formula, charge and spin)**: 0.000 eV
**Charge**: +1
**Spin multiplicity**: 3
**LUMO level (alpha / beta)**: -3.2 / -7.4 eV
**HOMO-LUMO gap (alpha / beta)**: 6.59 / 6.56 eV
**HOMO (alpha / beta)**: -9.8 / -14.0 eV
**E**: -15347.72932 eV

Positions of all 15 atoms, in Å:
C  -0.16  -1.41  -0.99
C  -0.19  -0.73  1.14
C  0.81  0.10  0.33
C  0.02  1.48  0.11
N  0.79  -0.50  -0.93
N  -0.77  -1.60  0.16
I  2.87  0.24  1.15
H  -0.46  -1.87  -1.94
H  0.15  -1.17  2.01
H  -0.92  0.06  1.51
H  -0.27  1.98  0.97
H  -0.85  1.21  -0.45
H  0.56  2.12  -0.53
H  1.26  -0.11  -1.72
H  -1.50  -2.25  0.21

8.
# C3H10O3S

3 unconnected molecules or ions with the total composition C3H10O3S at a distorted geometry (wB97M-V/def2-TZVPD, the OMol25 dataset).

**Relative energy (zero: lowest compared OMol25 entry of this formula, charge and spin)**: 0.814 eV
**Charge**: -2
**LUMO level**: 5.8 eV
**HOMO-LUMO gap**: 5.97 eV
**HOMO**: -0.1 eV
**E**: -20249.51447 eV

Positions of all 17 atoms, in Å:
C  0.62  0.37  0.18
O  -0.39  1.18  -0.44
C  1.90  0.12  -0.64
C  3.08  -0.23  0.33
S  4.86  -0.19  -0.30
H  0.20  -0.58  0.60
H  0.93  0.82  1.18
H  1.78  -0.76  -1.38
H  2.12  1.15  -1.08
H  3.00  0.38  1.22
H  2.97  -1.32  0.60
H  -4.77  -1.11  -1.40
H  -4.14  -0.34  -0.11
O  -5.04  -0.66  -0.49
H  -1.27  0.75  -0.44
H  -3.03  0.25  1.56
O  -2.82  0.18  0.62